[1]
The following is a DFT calculation (ωB97M-V/def2-TZVPD) of a single C6H10O2 molecule in a non-equilibrium geometry.

Energy above the lowest of the compared OMol25 structures with the same formula, charge and spin (kJ/mol): 438.1
Kohn-Sham gap (eV): 9.5
SMILES: C[C@@H]1[C@@H]2OCC[C@@]12O
LUMO level (eV): 0.9

Atoms and positions in Å:
C  -1.1705  -0.7274  -2.0659
C  -1.1489  -0.0207  -0.7411
C  -0.0949  0.9461  -0.2089
O  1.3255  1.1690  -0.0263
C  1.4354  0.8059  1.3630
C  0.2892  -0.2452  1.7791
C  -0.1678  -0.5156  0.3334
O  0.8479  -1.2937  -0.2853
H  -2.0077  -1.4300  -2.0187
H  -1.3692  0.0278  -2.8647
H  -0.3064  -1.3353  -2.3182
H  -2.1019  0.5025  -0.4642
H  -0.6461  1.6354  0.4089
H  2.4384  0.4355  1.4436
H  1.2449  1.6945  1.8956
H  0.4970  -1.1889  2.3468
H  -0.5355  0.3110  2.2874
H  1.4708  -0.7709  -0.8645

=====

[2]
The following is a DFT calculation (ωB97M-V/def2-TZVPD) of a gas-phase ion, H5N4 (charge +1) in a non-equilibrium geometry.

Energy above the lowest of the compared OMol25 structures with the same formula, charge and spin (kJ/mol): 95.6
Kohn-Sham gap (eV): 10.9
SMILES: N=[N+](N)N
LUMO level (eV): -5.8
Net charge: +1

Atoms and positions in Å:
N  -1.1898  -0.7886  -0.0439
N  -0.2046  -0.0019  -0.0507
N  -0.3507  1.3365  -0.1005
N  1.0356  -0.4708  -0.0437
H  -1.0141  -1.7564  -0.2137
H  -1.3660  1.4949  0.2475
H  0.1940  1.7403  0.5873
H  1.1038  -1.4151  0.2095
H  1.7919  -0.1388  -0.5919

=====

[3]
The following is a DFT calculation (ωB97M-V/def2-TZVPD) of a gas-phase ion, C3H2N3O2 (charge -1) in a non-equilibrium geometry.

Energy above the lowest of the compared OMol25 structures with the same formula, charge and spin (kJ/mol): 466.3
Kohn-Sham gap (spin up / spin down) (eV): 6.4 / 8.1
LUMO level (spin up / spin down) (eV): 2.9 / 3.5
Net charge: -1

Atoms and positions in Å:
C  -0.9127  -0.7895  -0.0282
C  -1.7750  -0.3521  1.2566
C  2.1370  0.8990  -0.9865
N  0.2017  -0.2678  -0.1697
N  -1.5214  0.4376  2.1279
N  1.2216  0.2101  0.1585
O  2.4416  2.0412  -0.8216
O  2.4120  0.0548  -1.8319
H  -1.6039  -1.1819  -0.7080
H  -2.6009  -1.0514  1.0029

=====

[4]
The following is a DFT calculation (ωB97M-V/def2-TZVPD) of a single C4H2OS molecule in a non-equilibrium geometry.

Energy above the lowest of the compared OMol25 structures with the same formula, charge and spin (kJ/mol): 135.7
Kohn-Sham gap (eV): 7.5
SMILES: C#CC(=O)C=S
LUMO level (eV): -1.8

Atoms and positions in Å:
C  1.7497  -1.6925  0.0776
C  1.2091  -0.6276  -0.1637
C  0.5826  0.7764  -0.0429
O  1.2138  1.7730  -0.0551
C  -0.8937  0.8779  0.2561
S  -1.6500  -0.5740  -0.0691
H  2.0005  -2.8949  0.4834
H  -1.1973  1.8902  0.3003

=====

[5]
The following is a DFT calculation (ωB97M-V/def2-TZVPD) of 2 unconnected molecules or ions with the total composition C3H6N3O2 in a non-equilibrium geometry.

Energy above the lowest of the compared OMol25 structures with the same formula, charge and spin (kJ/mol): 272.9
Kohn-Sham gap (eV): 6.6
LUMO level (eV): 4.2
Net charge: -1

Atoms and positions in Å:
C  1.4795  1.5061  0.6139
C  0.3080  1.5525  0.0665
C  -2.4295  -1.0343  -0.2130
N  -0.7400  1.6832  -0.4579
N  3.1343  -1.3810  -0.4552
N  2.2396  -0.5520  -0.4093
O  2.5020  0.5065  0.4382
O  -3.0296  0.2412  -0.3612
H  1.9414  2.1020  1.3638
H  -2.8347  -1.5592  0.6860
H  -1.2879  -1.0112  -0.1807
H  -2.8894  -1.6008  -0.9910
H  -2.3103  0.8042  -0.3585
H  3.9166  -1.2573  0.2584

=====

[6]
The following is a DFT calculation (ωB97M-V/def2-TZVPD) of a single C4H7NO2 molecule in a non-equilibrium geometry.

Energy above the lowest of the compared OMol25 structures with the same formula, charge and spin (kJ/mol): 285.1
Kohn-Sham gap (eV): 10.3
SMILES: [H]/N=C/C1OCCO1
LUMO level (eV): 0.9

Atoms and positions in Å:
H  -0.6277  -3.4532  1.5865
N  -1.0677  -2.6093  1.2124
C  -0.2695  -1.6643  0.9274
C  -0.9176  -0.3614  0.1643
O  -0.5436  0.8031  0.8503
C  0.4861  1.3531  0.0657
C  0.8572  0.3006  -0.9116
O  -0.3764  -0.3232  -1.1064
H  0.7831  -1.7513  1.1128
H  -1.9874  -0.4849  0.1952
H  1.3162  1.5979  0.5905
H  -0.0572  2.1824  -0.4532
H  1.1289  0.4805  -1.9999
H  1.6631  -0.2863  -0.4440